CH5BrN | ωB97M-V with the def2-TZVPD basis set

Last column: Mulliken charge in e.
CARTESIAN COORDINATES (ANGSTROEM)
C  -0.68519  0.84935  0.05204  -0.162
N  0.73015  -0.66797  -0.03920  -0.674
Br  -2.16107  -0.12498  -0.05979  0.137
H  -0.20466  0.97542  0.98845  0.326
H  -0.39431  1.54201  -0.71926  0.342
H  1.42709  -0.05972  -0.52164  0.349
H  0.87070  -0.94611  0.86489  0.319
H  0.41728  -1.56800  -0.56549  0.362

Summary:
charge	+1
energy above the lowest of the compared OMol25 structures with the same formula, charge and spin	34.5	kcal/mol
energy	-2669.52352	hartree
gap between HOMO and LUMO	10.129	eV
HOMO	-15.88	eV

C33H39BBeN4O2P2 | ωB97M-V with the def2-TZVPD basis set

Last column: Mulliken charge in e.
CARTESIAN COORDINATES (ANGSTROEM)
Be  -0.90608  1.28308  -4.88460  -0.208
C  -1.74416  1.64336  -6.42268  -0.272
C  -1.81313  0.25679  -6.31784  0.420
C  -0.97298  -0.67075  -7.10802  -1.761
C  0.56225  -0.41895  -7.13443  -0.941
C  1.11596  0.42840  -6.03055  -1.101
C  0.77213  1.75184  -5.76194  0.851
C  0.48934  2.61707  -6.99758  -1.357
C  -0.94836  2.35389  -7.47890  -1.052
C  0.54200  1.24055  0.08909  -0.634
H  -2.40134  2.24834  -5.79110  0.324
H  -2.72319  -0.13913  -5.89585  1.052
H  -1.29016  -0.65969  -8.14609  0.502
H  -1.15739  -1.66375  -6.69828  0.206
H  1.02842  -1.40330  -7.04839  0.318
H  0.79256  -0.03150  -8.13144  0.437
H  1.98628  0.04731  -5.51627  0.666
H  1.33066  2.27570  -4.98505  0.646
H  1.19186  2.44178  -7.82719  0.336
H  0.61540  3.66851  -6.70884  0.325
H  -1.40774  3.33667  -7.67011  0.378
H  -0.93255  1.73944  -8.38737  0.212
H  1.31610  1.90703  0.46718  0.506
H  -0.06861  1.77981  -0.58284  -0.258
H  0.99616  0.35916  -0.44308  0.166
P  1.54176  -0.46489  -2.48201  0.375
P  -1.24217  -1.08868  -1.75645  -0.090
N  2.74562  0.71392  -3.25993  0.906
N  2.80917  -1.54811  -1.93443  0.791
N  -1.87372  0.54548  -2.81117  0.343
N  -2.78987  -1.82467  -1.41042  0.521
C  0.60826  -1.49354  -3.73162  1.042
C  -0.82924  -1.88686  -3.33543  -1.274
C  2.74543  2.06499  -2.85316  -0.724
C  3.91522  2.68716  -3.30883  -0.523
C  4.65982  1.69660  -4.04959  -0.971
C  3.93411  0.50169  -3.99753  -0.415
C  3.54495  -1.25200  -0.77261  -0.522
C  4.23194  -2.38497  -0.40568  -0.749
C  3.92782  -3.41750  -1.36489  -0.661
C  3.06080  -2.87035  -2.29267  -0.498
C  -1.85544  1.83731  -2.25895  -0.738
C  -2.75352  2.66277  -2.96127  -0.857
C  -3.51362  1.77994  -3.84434  -0.765
C  -2.98046  0.49425  -3.66469  0.042
C  -3.90346  -2.22029  -2.17271  -0.183
C  -4.82359  -2.85358  -1.34059  -0.753
C  -4.23601  -2.90554  -0.03097  -0.662
C  -3.01231  -2.27020  -0.09380  -0.261
H  1.21200  -2.39210  -3.88942  0.731
H  0.57467  -1.00612  -4.71937  -1.966
H  -1.50847  -1.75258  -4.18096  0.628
H  -0.91330  -2.94983  -3.11224  0.530
H  1.92428  2.42709  -2.23498  0.193
H  4.19951  3.71578  -3.08812  0.449
H  5.62255  1.84814  -4.53062  0.446
H  4.12035  -0.48223  -4.41693  0.551
H  3.50026  -0.25283  -0.35470  0.455
H  4.90682  -2.47777  0.43004  0.443
H  4.30901  -4.41780  -1.38680  0.465
H  2.62979  -3.31521  -3.17097  0.535
H  -1.65458  1.88583  -1.23815  0.813
H  -2.84940  3.72526  -2.93129  0.507
H  -4.40341  1.95083  -4.51163  0.371
H  -3.45945  -0.41514  -3.97838  0.241
H  -3.96186  -2.03895  -3.23659  0.350
H  -5.79426  -3.22198  -1.63998  0.443
H  -4.67277  -3.35831  0.85314  0.436
H  -2.23689  -2.09775  0.64520  0.280
O  0.16322  -0.61671  1.76314  -0.681
B  -0.23961  0.63006  1.22636  0.946
O  -1.33974  1.20577  1.92823  -0.563
C  -1.53962  0.30901  2.95461  0.757
C  -2.33621  0.44791  4.05891  -0.951
C  -2.14000  -0.48128  5.10430  -0.495
C  -1.23216  -1.52631  4.99581  -0.480
C  -0.45227  -1.71555  3.83987  -0.751
C  -0.62151  -0.76815  2.86548  0.564
H  -3.05132  1.27038  4.11686  0.445
H  -2.71956  -0.34066  6.02914  0.353
H  -1.07520  -2.22032  5.82005  0.369
H  0.26093  -2.53394  3.71066  0.451

Summary:
energy above the lowest of the compared OMol25 structures with the same formula, charge and spin	0.0	kcal/mol
energy	-2372.51844	hartree
gap between HOMO and LUMO (spin up / spin down)	5.039 / 4.952	eV
HOMO (spin up / spin down)	-5.25 / -5.15	eV

C3H11Br3O3P2S | ωB97M-V with the def2-TZVPD basis set

Last column: Mulliken charge in e.
CARTESIAN COORDINATES (ANGSTROEM)
C  -0.37301  -0.76282  0.03998  -0.964
S  -1.09474  0.42180  -1.07292  0.908
O  -2.52651  0.16028  -1.09235  -0.661
O  -0.62393  1.74697  -0.70437  -0.628
P  -0.35772  -0.05856  -3.18334  0.134
P  0.27344  -0.52613  -5.32476  0.113
O  -0.36419  -2.03047  -5.44331  -0.400
Br  2.41006  -0.93362  -4.80466  -0.188
H  -0.75647  -0.50178  1.02312  0.267
H  0.71208  -0.71168  0.01076  0.342
H  -0.73420  -1.74518  -0.25267  0.372
H  0.10908  1.28023  -3.24421  0.127
H  0.39947  -1.13882  -2.63697  0.061
H  -1.72020  -0.29920  -3.48799  0.155
H  -0.39101  -2.53486  -4.61346  0.329
Br  -0.52124  1.68723  2.58429  -0.104
C  -0.12814  1.09585  4.39079  -0.588
C  1.35296  0.92774  4.60869  -0.548
Br  2.03428  -0.66474  3.72378  -0.140
H  -0.66658  0.16544  4.54229  0.370
H  -0.52535  1.85928  5.05589  0.334
H  1.57178  0.79769  5.66591  0.339
H  1.92014  1.76534  4.21551  0.368

Summary:
energy	-9149.50690	hartree
gap between HOMO and LUMO	8.648	eV
HOMO	-8.55	eV